1.
{
  "formula": "C22H22B2F4HgN6O7",
  "method": "wB97M-V/def2-TZVPD",
  "total_charge": -1,
  "lumo_energy_ev": [2.23, 2.11],
  "multiplicity": 2,
  "symbols": ["Hg", "C", "C", "N", "O", "B", "F", "F", "O", "N", "C", "C", "C", "N", "O", "B", "F", "F", "O", "N", "C", "C", "C", "H", "H", "H", "H", "H", "H", "H", "H", "H", "H", "H", "H", "O", "C", "C", "C", "C", "C", "C", "C", "O", "N", "N", "C", "C", "C", "C", "C", "C", "C", "O", "H", "H", "H", "H", "H", "H", "H", "H", "H", "H"],
  "xyz": [[0.1110, 0.1420, -0.9992], [1.6648, 1.4428, 2.7617], [0.9907, 0.8048, 1.5530], [-0.1300, 1.7230, 1.1126], [0.4352, 2.6776, 0.3420], [-0.5993, 3.5960, -0.3458], [0.1194, 4.6909, -0.7421], [-1.6375, 3.9057, 0.5230], [-1.1749, 3.0292, -1.6466], [-1.3102, 1.6935, -1.8140], [-1.8460, 1.2403, -2.8924], [-2.3715, 2.1574, -3.9422], [-1.8935, -0.2572, -3.1107], [-1.4405, -1.0212, -2.1740], [-1.3673, -2.3482, -2.3895], [-0.9363, -3.2195, -1.2036], [-0.8624, -4.4769, -1.7577], [-1.8686, -3.0918, -0.1504], [0.4361, -2.9443, -0.6395], [0.3317, -1.8233, 0.1216], [0.6436, -1.7835, 1.3450], [0.9500, -2.9968, 2.1570], [-2.4415, -0.8842, -4.3498], [2.0095, 2.4542, 2.5185], [2.4845, 0.8250, 3.1134], [0.9092, 1.4990, 3.5483], [-2.3240, 3.1947, -3.6116], [-3.4103, 1.8956, -4.1619], [-1.7838, 2.0310, -4.8447], [1.2053, -3.8058, 1.4903], [0.0663, -3.2523, 2.7417], [1.7571, -2.8053, 2.8645], [-2.6669, -0.1452, -5.1025], [-3.3434, -1.4216, -4.0870], [-1.7206, -1.5979, -4.7346], [-3.8850, -1.1974, 2.2062], [-3.1087, -1.3709, 3.2591], [-3.6766, -1.9326, 4.4022], [-2.9064, -2.1547, 5.5233], [-1.5423, -1.8582, 5.5469], [-0.9720, -1.3171, 4.4205], [-1.7253, -1.0703, 3.2695], [-1.1075, -0.5124, 2.0440], [-1.8290, -0.2501, 1.0914], [0.3218, -0.5022, 1.9543], [1.8590, 0.5097, 0.4689], [2.8792, 1.2244, 0.1148], [3.4421, 1.2603, -1.2017], [4.7718, 1.7020, -1.3166], [5.3956, 1.8470, -2.5209], [4.6671, 1.6218, -3.7118], [3.3758, 1.2569, -3.6739], [2.7419, 1.0008, -2.4393], [1.5605, 0.5353, -2.6338], [-3.3277, -0.7890, 1.4901], [-4.7334, -2.1732, 4.3843], [-3.3603, -2.6173, 6.3904], [-0.9544, -2.0545, 6.4323], [0.0799, -1.0698, 4.3602], [3.4014, 1.8883, 0.8146], [5.3019, 1.9372, -0.4042], [6.4391, 2.1478, -2.5409], [5.1391, 1.7443, -4.6732], [2.7665, 1.0662, -4.5494]]
}



2.
{
  "formula": "C22H22B2F4HgN6O7",
  "method": "wB97M-V/def2-TZVPD",
  "total_charge": -1,
  "lumo_energy_ev": [2.35, 2.22],
  "multiplicity": 2,
  "symbols": ["Hg", "C", "C", "N", "O", "B", "F", "F", "O", "N", "C", "C", "C", "N", "O", "B", "F", "F", "O", "N", "C", "C", "C", "H", "H", "H", "H", "H", "H", "H", "H", "H", "H", "H", "H", "O", "C", "C", "C", "C", "C", "C", "C", "O", "N", "N", "C", "C", "C", "C", "C", "C", "C", "O", "H", "H", "H", "H", "H", "H", "H", "H", "H", "H"],
  "xyz": [[-1.7909, 0.3678, -0.6448], [1.1347, 1.6209, 2.6121], [0.2765, 0.8157, 1.7283], [-0.6529, 0.0096, 2.4906], [-1.3726, -0.8716, 1.7069], [-2.8288, -1.1413, 2.1668], [-3.3854, 0.0742, 2.5766], [-2.7715, -2.1605, 3.1144], [-3.5695, -1.7305, 1.0586], [-3.0903, -1.5826, -0.2159], [-2.5393, -2.6370, -0.6519], [-2.2570, -3.8514, 0.1638], [-1.9923, -2.4231, -2.0221], [-1.5753, -1.2473, -2.2676], [-1.1979, -0.9577, -3.5490], [0.2879, -0.8409, -3.6885], [0.3967, -0.4216, -4.9969], [0.8494, -2.1234, -3.5990], [0.9407, 0.0859, -2.7718], [0.8012, -0.2708, -1.4598], [1.3254, 0.5142, -0.5996], [2.0116, 1.8328, -0.8121], [-1.7919, -3.5511, -3.0302], [0.5822, 2.1507, 3.3610], [1.7781, 2.2928, 2.0626], [1.8281, 0.9486, 3.1081], [-3.1911, -4.2252, 0.6131], [-1.6927, -3.5118, 1.0614], [-1.7540, -4.6997, -0.3309], [1.6605, 2.2680, -1.7338], [3.0854, 1.7111, -0.8134], [1.7576, 2.4785, 0.0661], [-0.7139, -3.5868, -3.3229], [-2.4176, -3.4186, -3.8992], [-2.0839, -4.4965, -2.5401], [3.6616, -2.6851, 2.8339], [4.0182, -2.3683, 1.5664], [5.1951, -2.9477, 1.0602], [5.7414, -2.5005, -0.1276], [4.9888, -1.6155, -0.9460], [3.8089, -1.0626, -0.4535], [3.2892, -1.4143, 0.7932], [1.9637, -0.8928, 1.3269], [1.7746, -1.1690, 2.5241], [1.2008, 0.0847, 0.7520], [-0.6681, 1.6308, 0.9051], [-1.0258, 2.7912, 1.2808], [-1.9712, 3.6809, 0.6539], [-2.1903, 4.8818, 1.3708], [-3.1014, 5.7864, 0.8713], [-3.6458, 5.5504, -0.4108], [-3.4235, 4.4167, -1.1575], [-2.6715, 3.3936, -0.5483], [-2.7586, 2.2117, -1.1001], [2.8155, -2.2026, 3.0730], [5.7057, -3.6728, 1.5754], [6.6882, -2.8837, -0.4678], [5.2699, -1.3551, -1.9637], [3.1922, -0.5890, -1.1979], [-0.5633, 3.2182, 2.1450], [-1.5720, 5.0616, 2.2528], [-3.5117, 6.6510, 1.3421], [-4.3636, 6.2862, -0.7661], [-3.8941, 4.2921, -2.1285]]
}



Which of them is most stable, and which least? Most stable: 2; least stable: 1.



1.
{
  "formula": "C5H13NP",
  "method": "wB97M-V/def2-TZVPD",
  "total_charge": 1,
  "lumo_energy_ev": [-6.18, -6.18],
  "symbols": ["C", "C", "C", "C", "C", "N", "P", "H", "H", "H", "H", "H", "H", "H", "H", "H", "H", "H", "H", "H"],
  "xyz": [[0.1547, 0.7325, 0.7036], [-3.1443, -0.2836, -0.6547], [3.5856, -0.5635, 0.3718], [-1.1622, 0.9030, 0.3548], [-1.9568, -0.3126, 0.3157], [2.6438, 0.3181, -0.1897], [1.2316, 0.3195, -0.8177], [0.2193, -0.2067, 1.3129], [-4.0468, -0.6923, -0.2991], [-2.7923, -0.8414, -1.6103], [-3.2038, 0.6515, -1.1233], [4.5183, -0.1567, 0.3627], [3.4829, -1.6369, 0.0321], [3.2827, -0.6205, 1.4283], [-1.6512, 1.8666, 0.2443], [0.7378, 1.6146, 1.0918], [-1.1981, -1.1822, 0.3236], [-2.3485, -0.5623, 1.2973], [1.1856, 1.4249, -1.6403], [0.4616, -0.7718, -1.5039]]
}



2.
{
  "formula": "C5H13NP",
  "method": "wB97M-V/def2-TZVPD",
  "total_charge": 1,
  "lumo_energy_ev": -4.88,
  "symbols": ["C", "C", "C", "C", "C", "N", "P", "H", "H", "H", "H", "H", "H", "H", "H", "H", "H", "H", "H", "H"],
  "xyz": [[-2.2497, 1.2398, 0.3578], [-1.7441, -1.9600, -0.8165], [2.3633, 1.4970, -0.8386], [-1.6117, -1.1094, 0.5110], [2.0776, 0.7555, 0.4290], [-2.1370, 0.0491, 0.5752], [1.3133, -0.9094, 0.0691], [-1.3455, 1.8200, 0.1872], [-3.0864, 1.9529, 0.6125], [-0.9451, -1.6455, -1.4598], [-1.8355, -3.0832, -0.6634], [-2.7672, -1.5891, -1.2593], [2.5544, 2.5076, -0.5717], [3.2189, 0.9019, -1.2014], [1.6297, 1.3024, -1.5933], [0.0442, -0.7724, 0.7215], [-1.5467, -1.5381, 1.5016], [1.4768, 1.4260, 1.0399], [3.0331, 0.6660, 1.0162], [1.5575, -1.5112, 1.3829]]
}



3.
{
  "formula": "C5H13NP",
  "method": "wB97M-V/def2-TZVPD",
  "total_charge": 1,
  "lumo_energy_ev": [-3.97, -4.53],
  "symbols": ["C", "C", "C", "C", "C", "N", "P", "H", "H", "H", "H", "H", "H", "H", "H", "H", "H", "H", "H", "H"],
  "xyz": [[-1.7163, 1.3947, -0.4463], [-1.4010, -1.3488, -0.2283], [0.8773, -0.1243, 0.0442], [1.6180, -0.1546, -1.2585], [1.4769, 0.8771, 1.0484], [-0.0154, -1.1694, 0.4809], [-2.5704, 0.0023, 0.1962], [-1.2273, 2.1078, 0.2353], [-2.1113, 1.8450, -1.3953], [-1.0745, -1.5086, -1.2086], [-1.7481, -2.2557, 0.0105], [1.7504, 0.8958, -1.6195], [0.9171, -0.5268, -1.9414], [2.4543, -0.8010, -1.0307], [1.6139, 1.8885, 0.6295], [2.3391, 0.4235, 1.4104], [0.7071, 1.2577, 1.8714], [-0.3554, -0.9723, 1.3765], [0.5383, -1.9617, 0.2028], [-2.0728, 0.1308, 1.6223]]
}



Which of them is most stable, and which least? Most stable: 2; least stable: 3.



1.
{
  "formula": "C28H28B2F4N12O4Pb",
  "method": "wB97M-V/def2-TZVPD",
  "total_charge": -1,
  "lumo_energy_ev": [1.80, 0.83],
  "multiplicity": 2,
  "symbols": ["Pb", "C", "O", "C", "C", "C", "C", "C", "C", "N", "N", "C", "O", "C", "C", "C", "C", "C", "C", "C", "O", "H", "H", "H", "H", "H", "H", "H", "H", "H", "H", "H", "H", "C", "C", "N", "N", "C", "B", "N", "C", "C", "C", "N", "N", "C", "C", "C", "N", "N", "C", "C", "C", "N", "H", "H", "H", "H", "H", "H", "H", "H", "H", "H", "H", "H", "O", "C", "F", "B", "F", "F", "F", "N", "N", "H", "H", "H", "H"],
  "xyz": [[-0.4861, 0.0516, 0.8511], [-5.1347, 0.9752, 2.0692], [-5.4759, 1.5312, 0.7934], [-4.9321, 1.0655, -0.3544], [-5.5378, 1.4800, -1.5134], [-5.1094, 1.0550, -2.7897], [-4.0664, 0.1835, -2.8832], [-3.3648, -0.2207, -1.7197], [-2.3694, -1.2348, -1.8545], [-1.5142, -1.5640, -0.9453], [-0.7941, -2.7052, -1.2326], [-0.6475, -3.5516, -0.3096], [-1.2680, -3.5408, 0.9390], [0.1557, -4.7751, -0.5127], [0.6889, -5.0426, -1.7715], [1.4499, -6.1795, -1.9775], [1.6887, -7.0638, -0.9320], [1.1602, -6.8008, 0.3229], [0.3945, -5.6625, 0.5339], [-3.7213, 0.2706, -0.4122], [-3.0302, 0.0193, 0.6248], [-5.8338, 1.4324, 2.7657], [-5.2680, -0.1080, 2.0680], [-4.1211, 1.2155, 2.3650], [-6.3823, 2.1532, -1.4148], [-5.6254, 1.4028, -3.6757], [-3.7469, -0.1976, -3.8481], [-2.3843, -1.8268, -2.7745], [0.5004, -4.3451, -2.5764], [1.8609, -6.3811, -2.9589], [2.2877, -7.9507, -1.0960], [1.3424, -7.4844, 1.1426], [-0.0209, -5.4634, 1.5118], [3.7199, -2.3430, 0.7722], [2.3310, -2.2669, 0.9401], [1.8880, -1.0504, 0.6584], [2.9631, -0.3170, 0.3035], [4.0799, -1.0754, 0.3713], [2.8981, 1.2203, 0.0176], [2.4805, 1.9820, 1.2942], [2.9870, 3.0822, 1.8964], [2.1384, 3.4414, 2.9192], [1.1056, 2.4951, 2.8760], [1.3177, 1.6246, 1.8973], [1.8511, 1.5143, -1.1110], [1.9723, 2.3920, -2.1281], [0.8277, 2.3441, -2.8914], [0.0243, 1.3973, -2.2520], [0.6427, 0.9022, -1.1869], [4.2802, 1.6112, -0.5241], [4.7615, 1.1925, -1.7234], [6.0688, 1.5938, -1.8186], [6.3091, 2.2600, -0.5997], [5.2383, 2.2611, 0.1739], [4.3637, -3.1934, 0.9253], [1.6478, -3.0396, 1.2635], [5.0514, -0.6686, 0.1410], [3.9189, 3.5048, 1.5650], [2.2353, 4.2742, 3.5950], [0.2126, 2.4249, 3.4843], [2.8582, 2.9949, -2.2366], [0.5960, 2.9206, -3.7704], [-0.9719, 1.0658, -2.5057], [4.1442, 0.6322, -2.4078], [6.7478, 1.4316, -2.6386], [7.2148, 2.7373, -0.2578], [-2.2364, -2.4489, 2.6266], [-1.5638, -2.4294, 1.6699], [-3.5391, 3.5385, 4.8792], [-2.7251, 3.4756, 3.7506], [-2.1922, 2.1485, 3.6083], [-3.4766, 3.7736, 2.5813], [-1.6414, 4.3743, 3.8494], [-2.0150, 3.1031, -0.4748], [-1.3572, 2.5205, 0.6586], [-2.6270, 3.8387, -0.1299], [-2.6268, 2.3957, -0.8657], [-1.9917, 2.4771, 1.4514], [-0.6063, 3.1491, 0.9183]]
}



2.
{
  "formula": "C28H28B2F4N12O4Pb",
  "method": "wB97M-V/def2-TZVPD",
  "total_charge": -1,
  "lumo_energy_ev": [2.29, 0.34],
  "multiplicity": 2,
  "symbols": ["Pb", "C", "O", "C", "C", "C", "C", "C", "C", "N", "N", "C", "O", "C", "C", "C", "C", "C", "C", "C", "O", "H", "H", "H", "H", "H", "H", "H", "H", "H", "H", "H", "H", "C", "C", "N", "N", "C", "B", "N", "C", "C", "C", "N", "N", "C", "C", "C", "N", "N", "C", "C", "C", "N", "H", "H", "H", "H", "H", "H", "H", "H", "H", "H", "H", "H", "O", "C", "F", "B", "F", "F", "F", "N", "N", "H", "H", "H", "H"],
  "xyz": [[-0.1360, -0.7598, -0.0021], [3.4543, -3.1791, 0.5638], [3.5266, -3.2259, 1.9824], [3.2462, -2.1078, 2.7332], [3.5842, -2.2098, 4.0617], [3.3628, -1.1765, 4.9607], [2.8192, -0.0008, 4.5167], [2.4585, 0.1613, 3.1712], [2.0222, 1.4676, 2.7195], [1.7029, 1.7410, 1.5193], [1.4778, 2.9182, 1.0050], [1.5403, 3.1387, -0.3139], [1.7961, 2.2900, -1.1659], [1.3187, 4.5582, -0.7090], [1.1728, 4.8394, -2.0660], [1.0379, 6.1481, -2.4969], [1.0413, 7.1839, -1.5746], [1.1741, 6.9082, -0.2199], [1.3081, 5.6004, 0.2156], [2.6261, -0.9252, 2.2159], [2.2755, -0.8624, 0.9776], [4.0264, -4.0416, 0.2210], [3.8919, -2.2706, 0.1552], [2.4233, -3.2685, 0.2138], [4.0316, -3.1372, 4.3947], [3.6440, -1.3076, 5.9960], [2.6599, 0.8263, 5.1978], [2.0816, 2.2830, 3.4417], [1.1793, 4.0245, -2.7783], [0.9286, 6.3509, -3.5532], [0.9545, 8.2092, -1.9105], [1.1819, 7.7183, 0.4983], [1.4176, 5.3820, 1.2690], [-0.9087, -3.7075, 3.5314], [-0.0522, -3.1842, 2.5579], [-0.7457, -2.5034, 1.6583], [-2.0420, -2.5715, 2.0072], [-2.1638, -3.2973, 3.1361], [-3.1925, -1.8865, 1.2167], [-3.0847, -2.2278, -0.2868], [-4.0527, -2.5766, -1.1583], [-3.4898, -2.6918, -2.4118], [-2.1406, -2.3847, -2.2277], [-1.9135, -2.1034, -0.9504], [-3.0828, -0.3503, 1.4134], [-4.0729, 0.5546, 1.5420], [-3.5049, 1.7901, 1.7667], [-2.1283, 1.5479, 1.7342], [-1.8919, 0.2626, 1.5197], [-4.5092, -2.3738, 1.8248], [-5.0660, -1.9444, 2.9858], [-6.1582, -2.7343, 3.2511], [-6.1802, -3.6544, 2.1880], [-5.1879, -3.4311, 1.3483], [-0.6527, -4.2898, 4.3973], [1.0153, -3.2834, 2.4752], [-3.1166, -3.5004, 3.5891], [-5.0598, -2.7561, -0.8380], [-3.9837, -2.9409, -3.3314], [-1.3484, -2.3445, -2.9566], [-5.1086, 0.2763, 1.4717], [-4.0066, 2.7267, 1.9240], [-1.3144, 2.2402, 1.8667], [-4.6460, -1.1244, 3.5410], [-6.8401, -2.6614, 4.0788], [-6.8730, -4.4575, 2.0044], [2.4122, -1.6735, -2.4090], [1.4455, -1.3316, -1.9399], [-1.0079, -1.6986, -5.6076], [-0.6518, -0.4489, -5.1086], [0.2552, -0.6135, -4.0292], [-0.0639, 0.3357, -6.0974], [-1.7965, 0.2028, -4.6022], [-1.9062, 2.0376, -1.4754], [-1.3714, 0.7437, -1.7790], [-2.1268, 2.5319, -2.3376], [-1.1873, 2.5672, -0.9946], [-0.6356, 0.7834, -2.4861], [-2.1174, 0.1993, -2.1991]]
}



Which of them is most stable, and which least? Most stable: 1; least stable: 2.